No. 1
Formula: C28H75N3O15
Source: OMol25
Level of theory: ωB97M-V with the def2-TZVPD basis set

The calculation puts the molar mass at 693.91 g mol⁻¹. For the LUMO energy, the calculation gives 0.302 eV. Its HOMO energy is -0.3044 Ha.

```
121
Properties=species:S:1:pos:R:3:forces:R:3:lowdin_charge:R:1
C 6.584 12.268 -26.821 -2.50 1.26 0.98 -0.06
O 6.402 12.692 -25.459 1.05 -1.92 -1.32 -0.19
C 6.255 14.051 -25.354 -1.48 0.27 1.84 -0.20
C 6.099 14.282 -23.796 0.73 0.85 -1.75 -0.18
N 5.786 15.659 -23.592 -0.98 0.83 0.54 -0.05
C 5.521 15.907 -22.179 0.09 -0.69 0.62 -0.17
C 5.195 17.365 -21.937 2.20 -1.22 -8.85 -0.39
O 4.765 17.674 -20.825 -3.08 2.53 9.64 -0.10
C 5.130 18.966 -20.372 -0.87 0.98 0.17 -0.05
H 6.931 11.289 -26.931 0.52 -1.54 0.42 0.07
H 7.219 12.912 -27.345 1.40 1.11 -0.66 0.05
H 5.604 12.370 -27.310 0.02 -0.25 -0.13 0.10
H 5.293 14.352 -25.839 0.41 0.14 0.19 0.13
H 7.053 14.621 -25.844 0.19 -0.01 0.35 0.10
H 6.977 14.105 -23.216 1.06 -0.68 -0.15 0.08
H 5.335 13.651 -23.365 -0.56 -0.73 -0.20 0.12
H 4.898 15.797 -24.112 0.97 0.44 0.65 0.06
H 6.334 15.595 -21.514 0.81 0.44 -0.45 0.11
H 4.795 15.193 -21.750 -0.88 0.42 -0.33 0.13
H 4.475 17.716 -22.727 0.24 -0.43 -0.12 0.12
H 6.068 17.978 -22.146 0.94 -0.19 -0.64 0.09
H 4.932 19.817 -21.074 -0.42 -0.94 0.05 0.11
H 6.172 19.092 -20.155 0.97 -0.62 -0.01 0.06
H 4.620 19.182 -19.433 -0.25 -0.22 -0.17 0.09
C 2.416 15.858 -24.485 0.35 1.60 -0.78 -0.05
O 3.657 16.360 -25.011 -1.34 -0.02 0.41 -0.25
C 3.584 17.745 -25.283 -0.59 -0.12 -1.32 -0.22
C 4.905 18.232 -25.875 -1.39 1.67 -0.33 -0.20
N 5.616 18.875 -24.822 0.93 0.46 0.18 -0.04
C 6.790 19.652 -25.187 0.09 -1.57 -0.02 -0.17
C 7.361 20.348 -24.004 -7.49 -2.80 3.61 -0.41
O 8.523 20.741 -24.136 10.73 3.84 -0.75 -0.13
C 9.115 21.479 -23.013 0.88 -1.61 -1.09 0.00
H 2.494 14.814 -24.560 -0.25 -1.43 -0.11 0.08
H 1.552 16.279 -25.033 0.37 -0.42 -0.10 0.10
H 2.285 16.154 -23.463 0.08 0.17 0.82 0.08
H 3.166 18.370 -24.444 0.84 -0.62 -0.55 0.14
H 2.876 17.802 -26.105 -0.58 0.31 -0.15 0.11
H 4.641 19.025 -26.600 0.02 -0.25 0.11 0.13
H 5.408 17.471 -26.478 0.17 -0.41 0.31 0.12
H 5.848 18.124 -24.206 0.68 -0.24 0.81 0.06
H 6.533 20.374 -25.892 -0.86 1.39 -1.34 0.10
H 7.554 19.076 -25.712 0.42 -0.38 0.19 0.12
H 7.308 19.664 -23.104 -0.55 -0.04 -0.38 0.12
H 6.752 21.196 -23.726 -1.32 0.38 0.14 0.13
H 9.967 22.076 -23.327 0.18 -0.42 -0.64 0.09
H 9.468 20.835 -22.186 -0.40 -0.19 -0.56 0.08
H 8.472 22.196 -22.624 -1.87 1.10 0.66 0.07
C 8.880 11.004 -24.376 0.04 -0.12 -1.43 -0.13
O 9.884 11.653 -23.656 1.25 1.01 -0.66 -0.16
C 10.145 12.960 -24.191 -0.69 -0.21 -0.34 -0.19
C 11.518 13.582 -23.914 -0.67 -0.51 -0.80 -0.17
N 11.471 14.861 -24.596 -2.07 1.10 1.17 -0.07
C 12.634 15.660 -24.624 1.58 0.09 -0.67 -0.20
C 12.256 17.085 -25.022 3.44 -3.20 -3.62 -0.32
O 11.925 17.926 -24.102 -2.24 3.87 4.13 -0.18
C 11.383 19.108 -24.715 -0.35 -0.83 1.16 -0.02
H 8.858 9.932 -24.142 0.39 0.25 -0.09 0.10
H 8.997 11.197 -25.487 0.17 -0.61 0.86 0.09
H 7.904 11.388 -24.172 -0.67 0.41 0.43 0.04
H 9.398 13.691 -23.817 0.11 -0.40 0.08 0.10
H 9.996 12.976 -25.299 0.17 -0.32 0.58 0.10
H 12.315 13.037 -24.382 0.43 -0.72 -0.30 0.11
H 11.711 13.581 -22.861 0.14 0.37 0.84 0.10
H 10.805 15.502 -24.095 0.34 -1.48 -0.50 0.09
H 13.314 15.338 -25.460 -0.35 0.00 0.72 0.13
H 13.233 15.601 -23.688 -0.11 0.36 -0.24 0.12
H 11.477 17.036 -25.767 -0.11 -0.35 -0.85 0.12
H 13.191 17.510 -25.424 -0.05 -0.28 -1.01 0.13
H 12.062 19.524 -25.432 0.30 0.15 -0.55 0.10
H 11.237 19.736 -23.889 0.04 1.41 1.01 0.06
H 10.371 18.937 -25.072 0.11 -0.25 -0.69 0.09
C 8.722 16.665 -24.743 -0.65 -1.94 -3.57 -0.09
C 8.841 17.175 -23.446 -1.28 1.38 3.05 -0.34
O 9.975 16.746 -22.789 2.16 -0.04 0.87 -0.11
H 7.773 16.839 -25.162 -1.63 0.56 -0.27 0.06
H 8.734 15.594 -24.733 0.40 -0.81 0.00 0.06
H 9.370 17.011 -25.537 0.77 0.16 0.20 0.08
H 7.979 16.937 -22.793 0.16 -0.10 -0.53 0.12
H 8.914 18.229 -23.479 -0.35 1.60 0.01 0.09
H 10.664 17.409 -23.066 -0.07 -1.03 0.55 0.07
C 7.760 13.027 -20.973 -2.29 -1.36 0.19 -0.28
C 8.874 13.931 -21.111 0.34 1.18 1.05 -0.28
O 10.037 13.155 -21.137 0.76 0.97 0.78 -0.04
O 7.878 11.924 -21.837 -1.37 -0.48 -0.75 -0.05
H 6.796 13.498 -21.123 -0.24 0.71 -0.42 0.09
H 7.603 12.625 -19.994 0.69 -0.11 1.24 0.12
H 8.773 14.632 -20.225 0.58 -0.46 -0.86 0.14
H 8.804 14.531 -22.013 -0.13 0.30 -0.33 0.09
H 10.697 13.769 -20.753 0.12 -0.79 -0.24 0.04
H 6.948 11.668 -22.003 0.92 -0.16 -0.11 0.11
C 8.976 18.397 -20.186 -0.22 -0.37 0.77 -0.25
C 10.219 19.183 -20.086 0.93 1.76 0.58 -0.26
O 11.052 18.957 -21.167 1.14 -1.06 -2.08 -0.07
O 9.308 17.047 -20.095 -0.30 -0.52 0.33 -0.04
H 8.355 18.601 -21.043 -0.06 0.29 -0.72 0.10
H 8.380 18.625 -19.320 -0.39 0.23 0.50 0.12
H 10.763 18.881 -19.184 -0.43 0.26 0.28 0.12
H 10.083 20.267 -20.139 -0.70 0.17 0.96 0.12
H 11.964 19.205 -20.985 -0.20 0.03 0.12 0.11
H 9.711 16.852 -20.944 0.25 -0.59 -0.69 0.03
C 12.911 16.687 -19.463 1.37 1.41 1.21 -0.27
C 12.499 15.905 -20.563 0.34 -2.23 -2.67 -0.25
O 11.939 14.695 -20.081 0.10 0.57 -0.45 -0.03
O 13.739 15.893 -18.642 0.01 -0.42 1.30 -0.03
H 12.111 17.170 -18.932 -0.28 -0.21 0.73 0.12
H 13.546 17.409 -19.885 0.67 1.85 -0.44 0.11
H 13.425 15.726 -21.170 -0.47 -0.47 0.23 0.14
H 11.874 16.423 -21.233 -1.23 0.51 -0.67 0.09
H 12.228 14.769 -19.171 -0.23 -1.02 0.75 0.09
H 14.291 15.345 -19.217 0.01 0.17 0.10 0.11
C 9.744 13.665 -28.590 -1.18 -1.15 1.42 -0.25
C 9.823 14.776 -27.617 0.70 1.08 0.10 -0.25
O 9.377 16.003 -28.226 0.29 -0.09 0.03 -0.06
O 9.951 12.371 -28.016 -0.09 -0.02 0.20 -0.06
H 10.396 13.794 -29.361 2.09 0.61 -2.24 0.09
H 8.767 13.732 -29.048 -0.56 -0.64 -0.02 0.12
H 10.834 14.858 -27.189 -0.18 0.51 -0.39 0.12
H 9.220 14.618 -26.770 -0.90 -0.67 1.17 0.07
H 8.408 15.983 -28.232 0.39 0.00 0.00 0.09
H 10.871 12.246 -27.716 -0.61 0.41 -0.30 0.10
```
Positions in Å, forces in eV/Å.

No. 2
Formula: C28H76ClN10O4P4
Source: OMol25
Level of theory: ωB97M-V with the def2-TZVPD basis set

The calculation puts the molar mass at 776.33 g mol⁻¹. For the LUMO energy, the calculation gives -2.017 eV. The net charge is +1. Its HOMO energy is -0.3590 Ha.

```
123
Properties=species:S:1:pos:R:3:forces:R:3:lowdin_charge:R:1
C 2.001 -0.507 4.943 -0.14 0.35 -0.38 -0.10
C 2.180 -1.207 3.588 -0.21 0.49 0.30 -0.25
C 0.871 -1.322 2.793 0.83 -0.27 -0.15 -0.20
C 0.401 0.072 2.439 -0.65 -0.35 0.27 -0.26
N -0.842 0.051 1.585 0.22 0.32 0.50 -0.16
P -1.538 1.557 1.591 0.02 -0.65 -0.64 0.98
C -3.061 1.591 0.637 -0.25 0.65 -0.09 -0.30
C -4.175 2.375 1.354 -0.26 -0.17 -0.06 -0.28
C -4.547 1.877 2.753 0.24 0.65 -0.12 -0.56
Cl -4.401 0.104 2.890 0.00 -0.05 0.14 0.62
C -0.380 2.796 0.956 -0.15 0.42 1.56 -0.18
C -0.308 3.882 2.041 0.63 0.47 -1.67 -0.39
C -0.468 5.281 1.586 -1.49 -0.65 1.31 -0.01
O -1.502 4.527 2.348 0.18 0.02 0.80 -0.08
H 2.879 -0.620 5.576 -0.08 -0.17 0.08 0.08
H 1.095 -0.831 5.461 0.16 -0.20 0.15 0.08
H 1.894 0.568 4.775 0.01 0.01 0.11 0.06
H 2.848 -0.569 3.000 0.32 -0.37 -0.03 0.08
H 2.628 -2.189 3.726 0.00 -0.02 -0.13 0.11
H 0.132 -1.891 3.364 -0.16 0.17 -0.04 0.12
H 1.104 -1.887 1.887 -0.26 0.06 -0.10 0.12
H 0.144 0.575 3.381 0.28 0.21 -0.05 0.10
H 1.196 0.615 1.929 -0.02 -0.01 -0.05 0.11
H -1.494 -0.578 2.056 -0.08 -0.22 -0.42 0.09
H -1.819 1.882 2.923 0.00 0.30 -0.04 0.08
H -3.368 0.594 0.330 0.10 -0.11 0.25 0.09
H -2.831 2.148 -0.275 0.11 -0.16 -0.07 0.10
H -3.886 3.427 1.414 -0.01 -0.01 0.18 0.11
H -5.068 2.348 0.729 0.09 -0.12 -0.11 0.10
H -3.902 2.324 3.507 0.03 -0.19 0.07 0.06
H -5.562 2.183 2.991 -0.07 -0.27 0.03 0.07
H 0.624 2.392 0.843 -0.12 -0.17 -0.42 0.10
H -0.773 3.272 0.064 0.07 -0.38 -0.25 0.10
H 0.392 3.719 2.857 -0.14 -0.12 0.05 0.15
H 0.035 6.026 2.187 -0.16 0.31 -0.27 0.12
H -1.050 5.522 0.708 1.19 0.27 -0.71 0.12
O 4.684 1.182 2.088 -2.06 0.75 -1.86 -0.31
P 5.732 1.474 1.073 4.45 -0.80 1.74 0.62
N 6.320 -0.060 0.640 -0.22 -0.33 0.65 -0.30
C 7.635 -0.318 0.092 0.00 0.16 -0.54 -0.12
C 5.338 -1.051 0.212 -0.49 -0.11 0.25 -0.12
N 6.859 2.408 2.008 -0.04 -0.40 0.06 -0.31
C 8.148 1.863 2.410 0.21 0.03 -0.17 -0.13
C 6.241 3.053 3.166 -0.12 0.10 0.06 -0.15
N 6.057 2.276 -0.355 -2.20 0.61 -0.30 -0.31
C 5.266 1.896 -1.526 0.22 -0.31 -0.08 -0.12
C 7.222 3.091 -0.656 0.05 0.39 0.13 -0.10
H 7.723 -0.079 -0.979 -0.02 0.00 0.01 0.08
H 7.859 -1.380 0.205 -0.10 -0.02 -0.02 0.09
H 8.418 0.203 0.624 -0.04 0.10 -0.04 0.04
H 4.921 -0.847 -0.780 0.13 -0.11 -0.08 0.05
H 4.504 -1.107 0.916 0.07 0.14 0.07 0.06
H 5.794 -2.042 0.191 0.09 0.05 -0.01 0.08
H 8.060 0.921 2.965 0.05 0.00 -0.02 0.09
H 8.657 2.587 3.048 -0.12 0.01 0.07 0.08
H 8.812 1.721 1.559 -0.04 0.00 -0.02 0.06
H 6.111 2.366 4.011 -0.07 0.00 -0.02 0.08
H 5.268 3.467 2.912 0.00 -0.04 0.00 0.07
H 6.878 3.878 3.491 0.06 -0.03 -0.06 0.08
H 5.759 1.101 -2.095 -0.11 0.00 -0.10 0.07
H 5.115 2.754 -2.183 0.05 0.05 0.05 0.08
H 4.274 1.536 -1.246 0.06 -0.09 0.10 0.08
H 8.115 2.478 -0.815 0.02 0.01 0.02 0.08
H 7.421 3.819 0.123 0.04 -0.14 0.13 0.08
H 7.039 3.654 -1.573 -0.10 -0.12 -0.05 0.08
O 4.283 -1.154 -3.169 2.56 -0.52 0.59 -0.30
P 4.359 -2.078 -4.327 -4.37 -0.31 -2.06 0.62
N 4.319 -1.035 -5.674 -0.12 0.42 0.32 -0.30
C 3.858 -1.363 -7.008 0.41 -0.35 -0.26 -0.12
C 5.326 0.021 -5.681 0.03 0.19 0.34 -0.12
N 2.875 -2.970 -4.161 0.01 0.39 -0.13 -0.31
C 1.764 -2.788 -5.081 -0.01 -0.19 -0.20 -0.14
C 2.361 -2.954 -2.793 0.05 -0.07 0.16 -0.15
N 5.230 -3.370 -4.907 1.60 0.43 1.33 -0.31
C 6.656 -3.140 -5.140 0.01 0.16 -0.18 -0.11
C 4.715 -4.610 -5.462 -0.18 -0.28 0.13 -0.10
H 4.587 -1.936 -7.601 0.00 0.01 0.02 0.09
H 3.661 -0.435 -7.548 0.09 0.05 0.05 0.09
H 2.923 -1.903 -7.005 0.05 -0.08 0.05 0.04
H 6.329 -0.349 -5.930 -0.02 0.05 -0.10 0.07
H 5.375 0.503 -4.705 0.00 -0.09 0.03 0.06
H 5.063 0.789 -6.409 -0.08 -0.06 -0.04 0.08
H 1.433 -1.743 -5.153 -0.02 -0.02 -0.05 0.09
H 0.918 -3.389 -4.742 0.02 0.05 0.13 0.08
H 1.994 -3.163 -6.076 0.03 0.00 0.02 0.06
H 1.828 -2.024 -2.556 0.06 0.02 0.03 0.08
H 3.163 -3.079 -2.069 0.00 0.04 -0.01 0.07
H 1.666 -3.788 -2.668 0.00 -0.01 -0.09 0.08
H 6.862 -2.855 -6.178 0.02 -0.04 0.00 0.08
H 7.235 -4.035 -4.909 -0.06 -0.03 0.02 0.08
H 7.030 -2.347 -4.490 -0.05 0.04 -0.02 0.08
H 4.312 -4.469 -6.470 -0.03 -0.01 0.01 0.08
H 3.952 -5.051 -4.829 -0.11 0.15 -0.02 0.08
H 5.527 -5.336 -5.528 0.11 0.14 -0.01 0.08
O -9.838 0.618 3.396 2.00 -1.17 1.40 -0.28
P -9.621 -0.390 2.333 -3.27 0.60 -3.23 0.62
N -8.897 0.528 1.079 -0.18 0.39 0.13 -0.29
C -8.923 0.228 -0.336 0.36 -0.42 -0.09 -0.12
C -7.729 1.292 1.471 -0.02 0.25 0.37 -0.15
N -11.233 -0.887 1.953 0.15 0.38 -0.22 -0.31
C -11.869 -0.514 0.698 0.04 -0.19 -0.21 -0.14
C -12.172 -0.644 3.052 -0.04 -0.02 0.18 -0.14
N -8.953 -1.895 2.065 1.12 0.14 1.77 -0.31
C -7.531 -2.036 2.361 0.09 0.13 -0.15 -0.13
C -9.536 -3.003 1.330 -0.27 -0.22 0.06 -0.10
H -8.208 -0.555 -0.638 -0.01 0.01 0.01 0.08
H -8.668 1.133 -0.893 0.06 0.03 0.07 0.08
H -9.906 -0.058 -0.681 0.00 -0.09 0.06 0.04
H -6.835 0.663 1.609 0.00 0.04 -0.14 0.03
H -7.922 1.816 2.409 -0.06 -0.10 0.03 0.08
H -7.497 2.055 0.723 -0.11 -0.06 -0.10 0.08
H -11.880 0.570 0.529 -0.02 -0.02 -0.04 0.09
H -12.901 -0.867 0.702 -0.01 0.05 0.13 0.08
H -11.405 -1.008 -0.155 0.03 0.00 0.03 0.06
H -12.503 0.399 3.097 0.05 0.01 0.05 0.09
H -11.731 -0.901 4.011 0.03 0.04 -0.01 0.07
H -13.050 -1.277 2.909 0.04 -0.02 -0.09 0.08
H -6.906 -1.877 1.472 0.01 -0.04 0.01 0.08
H -7.314 -3.029 2.757 -0.06 -0.02 -0.01 0.08
H -7.222 -1.319 3.124 -0.03 0.05 -0.04 0.06
H -9.512 -2.834 0.248 -0.03 0.00 0.00 0.08
H -10.557 -3.200 1.639 -0.06 0.17 -0.06 0.08
H -8.964 -3.910 1.537 0.13 0.10 0.03 0.08
```
Positions in Å, forces in eV/Å.